This record from OMol25 describes a molecular structure, C6H6IrO3 at a distorted geometry. The level of theory is ωB97M-V/def2-TZVPD.

XYZ file:
```
16
Properties=species:S:1:pos:R:3
O -2.974 -0.213 1.076
C -2.625 -0.069 -0.102
O -3.011 0.711 -0.979
C 1.683 -0.108 1.185
H 1.531 -1.023 1.777
H 1.076 0.667 1.676
C 3.150 0.284 1.178
H 3.326 1.237 0.646
H 3.505 0.474 2.198
H 3.800 -0.536 0.818
C -1.442 -0.998 -0.556
C -0.193 -0.858 -0.290
C 1.100 -0.349 -0.182
O 1.766 -0.083 -1.229
Ir 3.364 -0.579 -1.788
H -1.554 -2.144 -0.475
```

The electronic energy comes out at -561.16137 hartree. Its net charge is +2. Its largest force on an atom is 0.09392 Eh/bohr. The multiplicity is 6.

---

This record from OMol25 describes 2 unconnected molecules or ions with the total composition C6H10N2 at a distorted geometry. The level of theory is ωB97M-V/def2-TZVPD.

XYZ file:
```
18
Properties=species:S:1:pos:R:3
N 0.326 2.528 -1.006
C 0.447 1.471 -0.460
C 0.605 0.198 -0.041
N 1.630 -0.357 0.690
C 2.737 0.440 1.183
C 2.884 -0.513 -0.017
H -0.156 3.212 -0.460
H -0.235 -0.489 -0.151
H 3.228 0.215 2.184
H 2.828 1.547 0.947
H 3.037 0.079 -0.861
H 3.447 -1.415 0.123
C -3.335 -1.720 -0.149
C -3.579 -0.591 -0.685
H -2.587 -2.528 -0.401
H -3.848 -1.970 0.715
H -4.365 -0.013 -0.191
H -3.064 -0.093 -1.418
```

The electronic energy comes out at -343.95781 hartree. Its largest force on an atom is 0.09151 Eh/bohr. The energy relative to the best compared isomer or geometry (same formula, charge and spin) comes out at 112.3 kcal per mole. The SMILES is N=C=CN1CC1.C=C.

---

This record from OMol25 describes 5 unconnected molecules or ions with the total composition C22H43ClO7 at a distorted geometry. The level of theory is ωB97M-V/def2-TZVPD.

XYZ file:
```
73
Properties=species:S:1:pos:R:3
C 3.193 1.618 1.130
C 1.752 2.329 1.179
C 1.047 2.820 2.470
C -0.381 3.472 2.490
C -1.145 3.634 1.122
C -2.608 4.258 1.195
C -3.803 3.284 0.734
Cl -3.591 2.644 -1.007
O -4.150 2.248 1.683
C -3.339 1.085 1.569
O -2.304 0.926 2.276
O -3.647 -0.030 0.714
C -0.389 3.174 -0.149
C 1.025 2.529 -0.190
H 2.985 0.512 0.846
H 3.865 2.035 0.307
H 3.689 1.578 2.164
H 1.553 2.700 3.491
H -0.887 3.797 3.459
H -2.707 5.257 0.617
H -2.835 4.538 2.297
H -4.741 3.960 0.660
H -4.338 0.224 0.058
H -0.923 3.313 -1.159
H 1.438 2.208 -1.206
C 4.039 3.411 -3.473
C 4.943 2.320 -2.922
C 5.526 1.468 -4.037
O 4.196 1.491 -2.031
H 3.193 2.979 -4.019
H 3.618 4.009 -2.660
H 4.586 4.075 -4.147
H 5.753 2.772 -2.343
H 4.732 0.968 -4.603
H 6.164 0.681 -3.626
H 6.118 2.072 -4.728
H 3.476 1.086 -2.533
C 7.087 -0.268 -7.640
C 7.735 1.105 -7.558
C 9.125 1.099 -8.174
O 7.823 1.506 -6.192
H 7.675 -1.011 -7.092
H 6.093 -0.252 -7.183
H 6.989 -0.598 -8.678
H 7.107 1.838 -8.072
H 9.784 0.403 -7.645
H 9.583 2.089 -8.098
H 9.088 0.811 -9.228
H 8.376 0.863 -5.727
C -5.520 -4.048 2.696
C -5.909 -3.853 1.239
C -4.854 -4.421 0.303
O -6.077 -2.462 0.975
H -4.582 -3.531 2.923
H -6.281 -3.625 3.357
H -5.400 -5.108 2.934
H -6.870 -4.339 1.047
H -3.893 -3.917 0.447
H -5.141 -4.264 -0.740
H -4.714 -5.493 0.470
H -5.230 -2.022 1.142
C -5.301 -5.023 8.479
C -5.290 -4.605 7.017
C -5.667 -3.141 6.856
O -6.209 -5.414 6.286
H -6.299 -4.902 8.912
H -5.040 -6.080 8.578
H -4.592 -4.431 9.064
H -4.296 -4.778 6.593
H -6.678 -2.954 7.233
H -5.666 -2.858 5.800
H -4.969 -2.493 7.393
H -7.092 -5.268 6.654
```

The electronic energy comes out at -1850.73826 hartree. Its largest force on an atom is 0.11256 Eh/bohr. The SMILES is Cc1ccc(C[C@@H](Cl)OC(=O)O)cc1.CC(C)O.CC(C)O.CC(C)O.CC(C)O.

---

This record from OMol25 describes 2 unconnected molecules or ions with the total composition C3H9O2S2 at a distorted geometry. The level of theory is ωB97M-V/def2-TZVPD.

XYZ file:
```
16
Properties=species:S:1:pos:R:3
C 0.082 -0.418 -0.690
C 1.025 0.698 -1.155
O 0.629 1.846 -0.412
C 0.875 -1.321 0.268
S -0.080 -2.896 0.683
S -1.959 -2.498 0.476
H -0.137 -1.060 -1.501
H -0.975 -0.042 -0.348
H 2.079 0.430 -0.725
H 0.873 1.022 -2.132
H 1.209 -0.832 1.343
H 1.728 -1.661 -0.206
H -1.045 1.505 1.910
H -2.216 1.360 1.181
H -0.366 1.746 -0.320
O -1.723 2.121 1.628
```

The electronic energy comes out at -1066.54764 hartree. Its net charge is -1. Its largest force on an atom is 0.09189 Eh/bohr. The energy relative to the best compared isomer or geometry (same formula, charge and spin) comes out at 39.3 kcal per mole.

---

This record from OMol25 describes a molecular structure, C25H33ClCoN4O2 at a distorted geometry. The level of theory is ωB97M-V/def2-TZVPD.

XYZ file:
```
66
Properties=species:S:1:pos:R:3
Co 0.051 0.135 0.043
C -4.907 0.894 0.670
C -3.864 1.509 1.615
C -4.037 3.035 1.695
C -3.947 0.880 3.012
C -2.540 1.251 1.059
N -1.504 1.082 0.611
H -5.908 1.127 1.035
H -4.797 -0.189 0.619
H -4.802 1.292 -0.340
H -5.019 3.267 2.107
H -3.958 3.486 0.706
H -3.276 3.476 2.339
H -4.918 1.107 3.453
H -3.166 1.274 3.663
H -3.831 -0.202 2.959
Cl -0.394 -0.233 4.969
C 0.455 -1.295 3.815
C 0.253 -0.763 2.402
O -0.436 -1.445 1.613
O 0.778 0.332 2.070
H 0.030 -2.289 3.894
H 1.506 -1.299 4.091
C -3.592 -3.157 -0.472
C -3.153 -2.191 -1.543
C -3.862 -2.049 -2.732
C -3.402 -1.165 -3.699
C -4.118 -1.042 -5.020
C -2.280 -0.379 -3.466
C -1.560 -0.432 -2.246
C -2.024 -1.423 -1.332
N -0.493 0.331 -1.854
C 0.111 1.477 -2.553
C -0.533 1.948 -3.861
C 1.584 1.158 -2.877
C 0.096 2.684 -1.594
H -4.450 -3.749 -0.790
H -3.863 -2.612 0.436
H -2.778 -3.832 -0.204
H -4.751 -2.642 -2.915
H -4.953 -1.738 -5.078
H -3.438 -1.250 -5.849
H -4.504 -0.030 -5.156
H -1.966 0.260 -4.271
H -1.468 -1.589 -0.417
H -0.403 1.218 -4.659
H -0.018 2.859 -4.172
H -1.588 2.186 -3.736
H 1.661 0.189 -3.371
H 2.180 1.141 -1.967
H 2.005 1.922 -3.535
H -0.930 3.008 -1.410
H 0.660 3.517 -2.021
H 0.552 2.422 -0.634
N 6.143 -2.587 -2.720
C 5.178 -2.257 -2.194
C 3.980 -1.840 -1.545
C 2.748 -2.419 -1.850
C 1.618 -1.960 -1.212
N 1.639 -0.977 -0.305
C 2.827 -0.445 0.013
C 4.007 -0.833 -0.579
H 2.684 -3.217 -2.575
H 0.646 -2.386 -1.428
H 2.816 0.309 0.789
H 4.943 -0.372 -0.296
```

The electronic energy comes out at -3184.91479 hartree. Its largest force on an atom is 0.02225 Eh/bohr. The multiplicity is 2. The energy relative to the best compared isomer or geometry (same formula, charge and spin) comes out at 0.0 kcal per mole.

---

This record from OMol25 describes a molecular structure, C31H44BrFeN3P2 at a distorted geometry. The level of theory is ωB97M-V/def2-TZVPD.

XYZ file:
```
82
Properties=species:S:1:pos:R:3
N -7.095 5.627 -5.535
C -6.773 6.231 -4.400
C -6.035 5.596 -3.390
C -5.569 4.274 -3.602
C -5.900 3.666 -4.838
C -6.694 4.382 -5.751
C -4.741 3.602 -2.593
Fe -0.131 0.050 1.401
P 6.248 -0.912 0.189
C -3.622 2.881 -2.868
C -2.753 2.266 -1.881
C -1.589 1.556 -2.284
C -0.745 0.959 -1.337
C -1.087 1.012 0.017
C -2.184 1.761 0.445
C -3.026 2.369 -0.495
Br 2.034 -0.756 1.406
H -5.057 3.736 -1.558
H -3.299 2.783 -3.908
H -5.798 6.136 -2.469
H -5.577 2.650 -5.079
H -7.095 7.260 -4.266
H -7.007 3.912 -6.681
H -1.357 1.478 -3.354
H -3.911 2.919 -0.163
H 0.175 0.468 -1.668
H -2.398 1.880 1.510
P -0.567 -2.087 0.283
C 5.626 0.824 0.367
C 6.713 1.804 -0.087
H 5.387 0.975 1.428
H 4.707 0.942 -0.223
H 6.542 2.785 0.363
H 7.707 1.458 0.218
H 6.715 1.936 -1.173
C 5.350 -1.358 -1.365
C 6.038 -2.522 -2.085
H 5.370 -0.451 -1.986
H 4.309 -1.603 -1.108
H 5.759 -2.510 -3.142
H 7.130 -2.447 -2.020
H 5.736 -3.491 -1.671
C 5.147 -1.760 1.385
C 5.795 -2.087 2.722
H 4.728 -2.660 0.913
H 4.337 -1.033 1.545
H 5.200 -2.840 3.243
H 6.807 -2.473 2.581
H 5.837 -1.206 3.368
C -0.403 -3.483 1.471
C -1.556 -4.490 1.495
H -0.236 -3.052 2.469
H 0.537 -3.991 1.203
H -2.492 -4.043 1.855
H -1.728 -4.926 0.503
H -1.298 -5.310 2.177
C 0.619 -2.530 -1.052
C 0.126 -2.531 -2.501
H 1.029 -3.515 -0.781
H 1.445 -1.817 -0.922
H -0.389 -3.472 -2.730
H -0.546 -1.693 -2.721
H 0.996 -2.446 -3.164
C -2.235 -2.119 -0.465
C -3.301 -1.606 0.507
H -2.447 -3.142 -0.816
H -2.186 -1.474 -1.352
H -4.038 -1.000 -0.035
H -3.818 -2.434 1.005
H -2.886 -0.946 1.285
N 0.304 -0.019 8.565
C -0.004 0.061 7.431
C -0.273 0.140 6.022
C -0.958 -0.884 5.358
C -1.189 -0.797 3.991
N -0.621 0.210 3.257
C -0.013 1.262 3.897
C 0.209 1.213 5.263
H -1.279 -1.784 5.884
H -1.840 -1.494 3.451
H 0.271 2.143 3.305
H 0.812 1.984 5.746
```

The electronic energy comes out at -5891.69583 hartree. Its net charge is +2. Its largest force on an atom is 0.08515 Eh/bohr. The multiplicity is 5.